ORCA calculation (the ωB97M-V functional and the def2-TZVPD basis) on the ion C8H11N5 with charge +2 at a distorted geometry.

Geometry as XYZ:
```
24
Properties=species:S:1:pos:R:3:forces:R:3
C -1.7113 0.2171 1.4471 -1.40 1.84 -4.09
C -2.3969 1.2156 0.7149 1.07 -1.15 1.34
C -0.6609 -0.5738 0.6863 1.48 2.01 2.39
C -2.1064 1.3117 -0.6893 0.68 1.05 -1.87
C -0.3446 -0.3993 -0.8065 -1.11 0.46 0.21
C -1.3003 0.3889 -1.5325 0.16 0.40 0.46
C 0.7378 -0.1717 1.4866 -1.48 0.20 -1.52
C 1.7321 -1.1432 -0.5217 1.81 -0.90 -2.83
N 1.6901 -0.7279 0.7860 5.47 0.39 2.99
N 0.7812 -0.9144 -1.3896 -1.49 0.47 1.44
N -1.3005 0.4246 -2.8918 -1.06 0.75 0.51
N 0.9991 0.6207 2.5385 -2.81 -1.47 -2.77
N 2.9499 -1.5859 -0.9514 -0.68 -0.51 -0.26
H -1.9501 -0.0055 2.4471 0.02 -0.32 1.13
H -3.0762 1.9566 1.2638 0.97 -1.21 -1.19
H -0.7922 -1.6320 0.9128 0.16 -0.30 0.05
H -2.3647 2.2936 -1.2451 -0.05 -1.89 0.95
H 2.7163 -0.5752 1.1717 -2.60 -0.39 -0.87
H 3.0874 -2.0281 -1.8966 -0.63 0.94 1.32
H -0.5704 0.1152 -3.5359 -0.17 -0.19 0.88
H 1.8312 0.6030 3.0324 2.17 0.02 0.89
H 0.3898 1.4049 2.6781 -0.66 0.04 0.59
H 3.7725 -1.6455 -0.3523 -0.52 -0.09 -0.08
H -2.1129 0.8506 -3.3526 0.67 -0.13 0.33
```
Positions in Å, forces in eV/Å.

Properties
SMILES string: NC1=CC=C[C@@H]2C(=[NH2+])NC(=[NH2+])N=C12
Charge: +2
Energy relative to the best compared isomer or geometry (same formula, charge and spin), kJ/mol: 116.0

ORCA calculation (the ωB97M-V functional and the def2-TZVPD basis) on an isolated molecule of C8H11N5S at a distorted geometry.

Geometry as XYZ:
```
25
Properties=species:S:1:pos:R:3:forces:R:3
C 3.8524 -0.2337 2.7177 -0.43 -0.18 0.63
C 2.0795 -0.7233 1.0919 0.34 -0.67 -0.08
C 2.4787 -2.0658 1.0092 -0.35 0.25 -0.08
C 1.7339 -2.9476 0.2313 0.43 -0.09 0.25
C 0.6106 -2.4897 -0.4419 -0.14 -0.66 -0.21
C 0.9548 -0.3443 0.3234 0.05 0.33 0.10
C 0.5773 1.0782 0.2797 -0.80 0.32 -0.30
C -2.6177 1.4615 -1.1900 -0.19 0.77 -0.09
H 4.6633 -0.6352 2.1183 0.10 -0.11 -0.05
H 3.5250 -1.0104 3.4631 0.35 0.62 -0.51
H 4.2343 0.6484 3.2381 -0.05 -0.25 0.04
H 2.1607 0.8922 2.2474 0.08 0.28 0.27
H 3.3403 -2.4216 1.5656 -0.14 0.05 -0.13
H 2.0591 -3.9889 0.1875 -0.29 0.28 -0.13
H 0.0004 -3.1954 -1.0459 0.39 0.75 0.46
H 1.2893 1.8022 0.6610 -0.03 -0.08 -0.04
H -1.3351 -0.1200 -0.8704 0.01 0.26 0.11
H -3.4747 3.3064 -1.3983 0.24 -0.34 0.10
H -1.8699 3.3226 -0.6425 -0.95 -0.77 -0.47
N 2.7723 0.2012 1.8594 -0.20 -0.22 -0.35
N 0.2405 -1.2142 -0.3871 -0.09 -0.27 -0.21
N -0.4967 1.6327 -0.1861 0.62 -0.27 0.26
N -1.4766 0.8824 -0.7207 0.17 -0.59 -0.02
N -2.6774 2.8028 -1.0345 0.66 0.52 0.32
S -3.8215 0.5533 -1.8981 0.21 0.08 0.13
```
Positions in Å, forces in eV/Å.

Properties
SMILES string: CNc1cccnc1/C=N\NC(N)=S
Energy relative to the best compared isomer or geometry (same formula, charge and spin), kJ/mol: 82.0

ORCA calculation (the ωB97M-V functional and the def2-TZVPD basis) on a cluster of 2 separate species, C8H11NO in total at a distorted geometry.

Geometry as XYZ:
```
21
Properties=species:S:1:pos:R:3:forces:R:3
N 2.5595 -0.8383 0.3772 -0.95 0.46 -0.57
C 1.5931 -0.5101 -0.1708 0.73 -0.50 0.54
C 0.3555 -0.1519 -0.8691 0.02 0.19 -0.19
C -0.6713 -1.3230 -1.0084 0.05 -0.19 -0.06
C -1.9572 -0.7234 -0.3663 -0.14 -0.11 -0.04
C -1.8443 0.7415 -0.8253 -0.14 0.16 -0.06
C -0.4837 0.9613 -0.1384 0.06 0.10 -0.02
C -0.7817 0.4302 1.2515 -0.28 -0.43 0.14
C -1.6597 -0.5772 1.1134 0.37 0.36 0.21
H 0.6499 0.2159 -1.8621 -0.09 -0.09 0.22
H -0.8385 -1.5529 -2.0679 0.07 0.04 0.23
H -0.3425 -2.2399 -0.5063 -0.04 0.25 -0.11
H -2.8735 -1.2640 -0.6266 0.23 0.15 0.06
H -1.8145 0.8578 -1.9178 0.05 -0.05 0.22
H -2.6306 1.3855 -0.4104 0.23 -0.19 -0.07
H -0.0370 1.9585 -0.2024 -0.10 -0.25 0.02
H -0.2704 0.7427 2.1616 -0.15 -0.11 -0.28
H -2.0090 -1.2556 1.8920 0.10 0.22 -0.23
O 4.5912 1.2498 1.6264 0.00 0.02 -0.07
H 4.5553 0.2893 1.5106 -0.22 0.29 -0.09
H 3.9096 1.6039 1.0390 0.19 -0.31 0.17
```
Positions in Å, forces in eV/Å.

Properties
SMILES string: N#C[C@H]1C[C@H]2C=C[C@@H]1C2.O
Energy relative to the best compared isomer or geometry (same formula, charge and spin), kJ/mol: 127.4

ORCA calculation (the ωB97M-V functional and the def2-TZVPD basis) on a cluster of 2 separate species, C8H11NO4 in total at a distorted geometry.

Geometry as XYZ:
```
24
Properties=species:S:1:pos:R:3:forces:R:3
C -0.0300 2.6685 1.2410 0.25 -0.39 0.63
C 0.5476 1.3550 1.0617 0.19 -0.30 -0.94
C -0.4326 3.4407 0.2688 -0.63 1.08 -0.68
C 1.3912 -1.0946 -1.5287 0.20 -0.28 0.48
C -2.7501 -0.1083 1.1903 -0.07 -0.05 -0.03
C -1.8689 -0.7520 0.4470 -0.22 0.09 0.09
C 0.7229 0.8416 -0.1685 0.16 0.29 0.95
C 1.9278 -2.4975 -1.3961 -0.02 0.05 -0.17
N 1.2599 -0.4423 -0.3476 0.09 0.03 -0.09
O -0.8341 4.1931 -0.5221 0.17 -0.23 0.26
O 1.1212 -0.5750 -2.6011 -0.13 0.15 -0.38
O -1.0826 -1.7773 0.8749 0.15 -0.33 0.23
O 0.3830 1.5501 -1.2589 0.07 -0.36 -0.11
H -0.1346 3.0504 2.2432 -0.11 0.24 0.02
H 0.8156 0.7924 1.9368 0.05 -0.15 0.09
H -2.9134 -0.3639 2.2246 0.01 -0.07 0.23
H -3.3293 0.6988 0.7880 -0.10 0.17 -0.19
H -1.6888 -0.5211 -0.5907 0.05 0.04 -0.13
H 3.0017 -2.4573 -1.2110 0.02 -0.01 0.02
H 1.4460 -3.0154 -0.5697 -0.01 -0.05 0.04
H 1.7548 -3.0378 -2.3218 -0.02 0.02 -0.01
H 1.4516 -0.9409 0.5081 -0.10 -0.03 -0.19
H -1.3295 -2.0004 1.7833 0.02 0.05 -0.15
H 0.5707 0.9933 -2.0514 -0.01 0.04 0.04
```
Positions in Å, forces in eV/Å.

Properties
SMILES string: CC(=O)N/C(O)=C/C=C=O.C=CO
Energy relative to the best compared isomer or geometry (same formula, charge and spin), kJ/mol: 112.1

ORCA calculation (the ωB97M-V functional and the def2-TZVPD basis) on a structure of composition C8H11NO4 at a distorted geometry.

Geometry as XYZ:
```
24
Properties=species:S:1:pos:R:3:forces:R:3
C 1.4901 0.5128 -1.0514 -2.72 0.27 -0.11
C 0.2443 -2.9282 -0.3022 2.56 1.28 0.06
C -0.5712 -2.2914 -2.0503 0.55 0.39 0.54
C 0.0947 1.0422 -0.4944 -1.61 -1.51 0.56
C 0.3328 -1.6316 -1.0249 -1.38 2.34 2.33
C -0.5469 -0.1549 0.2817 4.75 -0.27 -1.15
C 0.2703 2.3025 0.3739 1.29 -0.42 2.06
C 0.1262 -0.4336 1.6142 -2.73 1.87 0.46
N 1.4935 -0.8667 -1.1843 1.18 -0.21 -0.43
O 2.3410 1.2977 -1.3418 1.22 -0.10 -0.10
O 0.8387 -3.3896 0.6272 -0.73 -0.53 0.21
O -0.5719 -3.4783 -1.2025 -1.81 -1.00 -0.33
O -1.8351 -0.1710 0.2956 -2.85 -0.03 -0.13
H -1.5035 -1.7878 -2.1624 -1.15 -0.06 0.20
H -0.2227 -2.5505 -3.0208 0.75 -0.14 -0.74
H -0.7639 1.2275 -1.2230 1.71 0.01 0.07
H 0.7461 3.0690 -0.2103 -0.24 0.53 -0.40
H 1.0339 2.1718 1.2310 -0.94 -0.29 -1.37
H -0.6159 2.6713 0.9439 0.26 -0.36 -1.06
H -0.2561 -1.3254 2.0718 0.28 -0.83 0.05
H -0.1618 0.4093 2.3665 0.73 -1.12 -1.42
H 1.1316 -0.4274 1.3660 2.16 -0.34 0.49
H 2.3633 -1.3618 -1.4308 -0.50 0.81 0.08
H -2.0696 -0.5847 1.1271 -0.77 -0.29 0.12
```
Positions in Å, forces in eV/Å.

Properties
Energy relative to the best compared isomer or geometry (same formula, charge and spin), kJ/mol: 178.2

ORCA calculation (the ωB97M-V functional and the def2-TZVPD basis) on an isolated molecule of C8H11NO4 at a distorted geometry.

Geometry as XYZ:
```
24
Properties=species:S:1:pos:R:3:forces:R:3
C -1.6056 1.2447 -1.1364 -2.41 5.59 -0.30
C -0.6315 2.1638 -0.6841 -6.96 2.45 -4.32
C -1.3854 -0.0942 -1.2361 2.85 -5.06 1.49
C 0.5126 1.7226 -0.2736 6.50 -2.99 2.67
C -0.0817 -0.6690 -0.6360 -3.21 -1.57 1.86
C 0.7656 0.3015 0.1130 -3.77 2.00 1.91
C -0.4024 -2.0962 0.1498 0.49 3.88 1.29
C 0.5532 0.2746 1.8459 1.48 -0.18 -3.13
N 2.0983 -0.0597 -0.0800 3.78 -2.37 0.90
O 2.8372 0.5649 -0.7902 0.17 0.99 -0.79
O 2.5019 -1.0715 0.5205 -0.69 0.57 -0.28
O -1.0571 -2.8627 -0.7221 -1.48 -2.12 -3.12
O -0.5900 0.7891 2.3397 -1.80 2.60 -1.03
H -2.6580 1.5418 -1.5302 2.17 0.18 0.73
H -0.7536 3.2379 -1.0663 -0.01 -1.51 1.25
H -2.1364 -0.8436 -1.4656 -0.02 0.37 -0.05
H 1.4004 2.2687 -0.0010 -0.21 0.94 -0.29
H 0.4714 -1.1344 -1.3661 1.73 -0.54 -2.35
H -1.0419 -1.8337 1.0219 0.02 -0.38 -0.57
H 0.4950 -2.5434 0.5578 0.53 0.02 -0.20
H 1.4028 0.8419 2.1026 1.21 0.94 0.58
H 0.8223 -0.7406 2.0549 -0.83 -0.65 0.71
H -0.7723 -2.7622 -1.6781 -0.17 -0.12 1.90
H -0.7447 1.7595 1.9598 0.63 -3.05 1.11
```
Positions in Å, forces in eV/Å.

Properties
Expectation value of S²: 2.009
Multiplicity: 3
Energy relative to the best compared isomer or geometry (same formula, charge and spin), kJ/mol: 280.8

ORCA calculation (the ωB97M-V functional and the def2-TZVPD basis) on an isolated molecule of C8H11NO4S at a distorted geometry.

Geometry as XYZ:
```
25
Properties=species:S:1:pos:R:3:forces:R:3
C 1.4082 0.4528 1.2270 2.49 1.17 -0.66
C 0.6117 -2.0225 -0.9466 -0.62 2.37 -0.03
C 0.3334 0.2013 2.3356 -1.96 -1.45 -0.02
C 0.4828 -0.4483 -0.8663 -3.10 -1.27 -0.64
C -0.9797 -0.2991 2.6768 5.25 1.43 -5.66
C -0.9280 0.0705 -0.3572 -0.56 0.52 0.71
C -2.0166 -0.3695 -1.3435 4.17 -2.77 -1.28
C -0.8850 1.6376 -0.3509 1.00 -0.08 2.86
N 1.6258 0.0627 -0.2552 -0.87 0.29 3.81
O 1.8356 -2.4273 -0.9134 3.47 1.76 0.25
O 2.4269 1.0623 1.6120 -2.38 -0.87 -0.36
O -0.3400 -2.7160 -1.0935 -0.69 -1.33 0.00
O 2.3443 1.0270 -0.9676 -0.56 -0.04 -0.80
S -1.8576 -0.6435 1.2317 -0.29 -0.16 -0.51
H 2.4555 -1.5412 -0.7893 -2.12 -2.68 0.00
H 0.8993 0.5069 3.1372 1.11 0.55 2.05
H 0.2844 -0.1286 -1.8990 1.11 0.02 -0.06
H -1.2496 -0.5824 3.6545 -0.53 0.16 0.93
H -1.9378 0.2348 -2.2075 0.42 0.59 -1.25
H -2.9581 -0.2142 -1.0350 -3.38 0.24 1.57
H -1.7646 -1.4586 -1.6128 -1.11 1.71 0.32
H -0.9170 1.9894 0.7721 -0.30 -0.26 -2.31
H -1.6907 1.9823 -0.9653 -0.66 0.48 0.18
H 0.0389 2.0898 -0.7664 -0.32 -0.62 0.17
H 2.7779 1.5336 -0.2778 0.44 0.24 0.73
```
Positions in Å, forces in eV/Å.

Properties
SMILES string: CC1(C)SC=CC(=O)N(O)[C@H]1C(=O)O
Energy relative to the best compared isomer or geometry (same formula, charge and spin), kJ/mol: 489.1

ORCA calculation (the ωB97M-V functional and the def2-TZVPD basis) on the ion C8H11NOP with charge +1 at a distorted geometry.

Geometry as XYZ:
```
22
Properties=species:S:1:pos:R:3:forces:R:3
C -2.2689 2.0017 2.6414 -0.01 -0.05 -0.03
C -0.8903 1.8846 2.5355 0.17 0.04 0.00
C -3.1073 1.2164 1.8641 0.02 0.01 -0.01
C -0.3460 0.9846 1.6383 -0.11 0.08 0.11
C -2.5778 0.3147 0.9542 -0.25 -0.09 -0.06
C -1.2031 0.2188 0.8593 1.78 -0.83 -1.28
C 1.1853 -2.0734 -2.3060 -0.02 0.01 -0.35
C 0.9401 -0.9450 -1.3714 -1.90 0.11 2.35
N 2.1502 -0.2711 -0.8535 0.06 0.16 -0.13
O -1.6116 -1.7617 -1.0102 -0.73 -0.79 -0.27
P -0.5447 -0.9604 -0.4435 0.90 1.20 -0.48
H -2.6888 2.7108 3.3378 -0.05 0.04 0.06
H -0.2423 2.4945 3.1458 0.03 0.04 0.07
H -4.1773 1.3118 1.9589 -0.10 -0.01 0.00
H 0.7281 0.8733 1.5712 0.08 0.03 0.08
H -3.2091 -0.2990 0.3302 -0.06 -0.04 -0.03
H 1.4263 -1.7114 -3.3071 0.03 0.01 -0.07
H 0.2757 -2.6656 -2.3888 0.03 -0.03 -0.05
H 1.9935 -2.7298 -1.9752 0.04 -0.05 0.08
H 2.5884 0.2719 -1.6128 -0.06 -0.03 0.30
H 2.8565 -0.9473 -0.5175 -0.22 0.27 0.00
H 1.8969 0.3708 -0.0917 0.36 -0.09 -0.28
```
Positions in Å, forces in eV/Å.

Properties
Charge: +1
Energy relative to the best compared isomer or geometry (same formula, charge and spin), kJ/mol: 177.1

Copy entry 2 word for word.
ORCA calculation (the ωB97M-V functional and the def2-TZVPD basis) on an isolated molecule of C8H11N5S at a distorted geometry.

Geometry as XYZ:
```
25
Properties=species:S:1:pos:R:3:forces:R:3
C 3.8524 -0.2337 2.7177 -0.43 -0.18 0.63
C 2.0795 -0.7233 1.0919 0.34 -0.67 -0.08
C 2.4787 -2.0658 1.0092 -0.35 0.25 -0.08
C 1.7339 -2.9476 0.2313 0.43 -0.09 0.25
C 0.6106 -2.4897 -0.4419 -0.14 -0.66 -0.21
C 0.9548 -0.3443 0.3234 0.05 0.33 0.10
C 0.5773 1.0782 0.2797 -0.80 0.32 -0.30
C -2.6177 1.4615 -1.1900 -0.19 0.77 -0.09
H 4.6633 -0.6352 2.1183 0.10 -0.11 -0.05
H 3.5250 -1.0104 3.4631 0.35 0.62 -0.51
H 4.2343 0.6484 3.2381 -0.05 -0.25 0.04
H 2.1607 0.8922 2.2474 0.08 0.28 0.27
H 3.3403 -2.4216 1.5656 -0.14 0.05 -0.13
H 2.0591 -3.9889 0.1875 -0.29 0.28 -0.13
H 0.0004 -3.1954 -1.0459 0.39 0.75 0.46
H 1.2893 1.8022 0.6610 -0.03 -0.08 -0.04
H -1.3351 -0.1200 -0.8704 0.01 0.26 0.11
H -3.4747 3.3064 -1.3983 0.24 -0.34 0.10
H -1.8699 3.3226 -0.6425 -0.95 -0.77 -0.47
N 2.7723 0.2012 1.8594 -0.20 -0.22 -0.35
N 0.2405 -1.2142 -0.3871 -0.09 -0.27 -0.21
N -0.4967 1.6327 -0.1861 0.62 -0.27 0.26
N -1.4766 0.8824 -0.7207 0.17 -0.59 -0.02
N -2.6774 2.8028 -1.0345 0.66 0.52 0.32
S -3.8215 0.5533 -1.8981 0.21 0.08 0.13
```
Positions in Å, forces in eV/Å.

Properties
SMILES string: CNc1cccnc1/C=N\NC(N)=S
Energy relative to the best compared isomer or geometry (same formula, charge and spin), kJ/mol: 82.0